Record 1
C5H20ClCuN10O5 | ωB97M-V/def2-TZVPD

```
42
Properties=species:S:1:pos:R:3:mulliken_charge:R:1
H -3.07 -0.90 -1.40 0.213
N -3.96 1.70 1.23 -0.288
O -1.52 -1.81 0.15 0.073
C 1.05 2.53 1.51 -1.385
O 1.13 1.26 1.65 0.177
N 1.43 3.42 2.38 -0.218
O -1.81 1.32 0.78 0.068
N 3.10 -2.82 0.90 -0.193
Cl -0.94 -0.94 3.43 -0.534
N 1.62 1.16 -2.42 -0.207
H 0.63 4.07 0.29 0.334
N 0.62 3.08 0.45 0.262
H 1.60 4.36 2.04 0.086
H 1.71 2.01 -1.88 0.539
H -4.71 2.17 0.74 0.161
H -2.25 -4.16 -1.81 0.230
N -3.36 1.21 -0.83 -0.364
N -1.67 -3.58 -1.22 -0.545
C -2.97 1.34 0.45 -0.840
C 2.71 -1.74 1.20 -0.283
H 3.37 -0.14 1.90 0.241
N 3.68 -0.98 1.44 -0.318
O 1.54 -1.43 1.21 -0.215
C 1.11 0.09 -1.93 -6.033
H -4.28 0.84 -1.01 0.297
Cu -0.33 -0.21 1.13 2.412
H -2.63 1.22 -1.54 0.456
N 1.67 -0.98 -2.41 -0.002
H -3.27 -2.28 -2.40 0.220
H 0.26 2.56 -0.34 0.208
H 4.10 -2.94 0.83 0.176
N -2.82 -1.85 -1.61 -0.334
O 0.41 -0.03 -0.98 3.249
H 1.41 3.18 3.36 0.312
H 2.38 -3.45 0.56 0.295
H 4.67 -1.14 1.29 0.166
H -3.71 1.94 2.18 0.319
H 2.55 -0.79 -2.87 0.219
H 2.19 1.01 -3.24 0.490
H -1.06 -4.04 -0.56 0.275
C -2.01 -2.42 -0.77 0.036
H 1.43 -1.82 -1.90 0.244
```

The LUMO energy (alpha / beta) is 0.455 / -0.797 eV. The electronic energy comes out at -3226.91972 Eh. As for the multiplicity: 3. The calculation puts the relative energy (zero: lowest compared OMol25 entry of this formula, charge and spin) at 1.367 eV.

---

Record 2
C5H20FHfN10O5 | ωB97M-V/def2-TZVPD

```
42
Properties=species:S:1:pos:R:3:mulliken_charge:R:1
N 0.39 -3.73 1.02 -0.249
H -1.88 3.82 -3.55 0.238
O 1.01 -2.97 -0.94 -0.600
H -0.11 -4.40 1.58 0.244
H 1.27 -1.06 1.99 0.097
H -0.17 1.79 2.94 0.242
N -3.16 -1.10 2.57 -0.358
C -1.53 1.94 -3.22 0.744
O -2.62 0.55 1.27 -0.538
H -3.88 -0.51 2.96 0.279
C 0.62 -3.95 -0.24 0.724
C 0.83 0.23 3.50 0.620
H -1.75 -2.51 1.23 0.266
N 1.03 -0.90 2.96 -0.177
O -1.47 0.80 -3.74 -0.501
C -2.54 -0.63 1.59 0.660
N -1.38 2.09 -1.97 -0.175
N -1.70 -1.51 1.08 -0.004
H -0.99 1.31 -1.47 -0.003
O 2.30 1.46 -1.02 -0.474
H 0.55 -5.37 -1.67 0.269
H 3.46 4.26 -1.32 0.190
H 0.91 2.74 -2.45 0.149
N 1.61 3.28 -1.95 -0.243
H 1.90 4.21 -2.22 0.187
H 4.07 3.10 -0.20 0.305
H -1.09 -1.09 0.39 -0.104
H -1.50 3.02 -1.59 0.228
F 0.03 -0.23 -0.84 -0.432
H 0.60 -2.82 1.40 0.080
H -1.22 2.92 -4.93 0.252
N 0.40 -5.15 -0.70 -0.340
Hf 2.10 -0.90 -1.74 1.705
N -1.56 2.97 -3.98 -0.337
O 1.27 0.60 4.58 -0.519
H -0.20 0.45 1.78 -0.091
H 0.16 -5.87 -0.03 0.216
N 0.15 0.89 2.62 -0.149
N 3.53 3.30 -1.04 -0.378
C 2.47 2.60 -1.25 0.636
H 1.28 -1.59 3.65 0.175
H -3.18 -2.03 2.95 0.165
```

Its charge is +3. The LUMO energy is -15.077 eV. The electronic energy comes out at -1272.98005 Eh. The calculation puts the relative energy (zero: lowest compared OMol25 entry of this formula, charge and spin) at 7.615 eV.

---

Record 3
C5H20FN10NiO5 | ωB97M-V/def2-TZVPD

```
42
Properties=species:S:1:pos:R:3:mulliken_charge:R:1
C -2.06 2.06 0.91 0.598
N -3.38 -1.44 -1.30 -0.327
H -2.29 -4.19 -0.29 0.235
H -2.83 2.39 -0.92 0.208
O 1.47 -1.54 0.37 -0.610
H -4.27 -1.71 -1.70 0.209
H 3.74 -3.73 0.67 0.146
H 1.17 -2.73 2.50 0.267
H -1.42 2.44 2.75 0.290
H 2.87 0.06 0.86 0.116
H -1.27 1.99 -2.63 0.128
F -0.32 -1.27 2.59 -0.864
C 0.31 0.73 -2.44 0.479
H 1.28 3.34 1.99 0.234
C 2.01 1.71 1.48 0.679
N -0.43 1.64 -3.07 -0.389
C -2.55 -2.24 -0.77 0.469
N 1.40 0.58 -3.16 -0.421
O -1.68 0.91 0.92 -0.730
N 3.00 1.04 1.05 -0.331
H 3.92 1.46 0.98 0.130
N -2.71 2.70 0.03 -0.328
Ni -0.25 -0.42 0.66 2.215
H -3.49 -0.45 -1.10 0.177
O -1.58 -1.79 -0.19 -0.609
N 2.17 2.89 1.85 -0.416
O 0.14 0.28 -1.36 -0.415
H -3.04 3.64 0.23 0.157
H 3.09 3.26 2.08 0.185
H 2.26 0.18 -2.79 0.231
C 2.18 -2.47 0.86 0.584
H 1.52 1.21 -3.93 0.152
H -3.63 -3.84 -1.39 0.154
H 2.33 -4.01 2.00 0.163
N 1.94 -3.08 1.95 -0.360
N 3.21 -2.95 0.29 -0.401
H -0.26 1.78 -4.06 0.172
O 0.95 1.11 1.59 -0.704
N -2.84 -3.55 -0.84 -0.445
H 3.41 -2.57 -0.62 0.244
N -2.02 2.77 2.01 -0.475
H -2.06 3.78 1.94 0.204
```

Its charge is +1. The LUMO energy (alpha / beta) is -2.189 / -2.189 eV. The electronic energy comes out at -2734.42769 Eh. As for the multiplicity: 3. The calculation puts the relative energy (zero: lowest compared OMol25 entry of this formula, charge and spin) at 3.500 eV.

---

Record 4
C5H20FO5Y | ωB97M-V/def2-TZVPD

```
32
Properties=species:S:1:pos:R:3:mulliken_charge:R:1
H 1.65 1.15 -2.61 0.360
F -0.62 -1.18 2.26 -0.691
H -3.40 3.46 0.91 0.373
C -2.97 2.48 1.20 -0.601
H -0.06 2.31 1.74 0.284
H 2.40 1.04 1.12 0.301
H -2.21 2.69 1.96 0.217
H -2.85 2.05 -0.75 0.330
C 1.75 1.84 1.44 -0.802
H -2.51 -1.85 -1.41 0.296
H 2.76 -1.55 0.82 0.162
H 1.13 1.89 -1.11 0.129
O 0.15 0.14 -1.67 -0.437
H 1.78 2.73 0.84 0.456
H -0.81 -3.55 -0.04 0.225
H 4.08 -1.61 -0.34 0.302
O 0.39 1.47 1.59 -0.399
H 0.83 -0.58 -1.83 0.384
H 2.09 2.28 2.40 0.267
O 2.16 -2.00 -1.08 -0.508
O -1.84 -1.85 -0.73 -0.443
C 3.14 -2.15 -0.01 -0.549
O -2.44 1.72 0.05 -0.506
H -2.42 -3.34 0.67 0.295
H -3.70 1.86 1.71 0.312
H 2.36 -2.56 -1.88 0.293
C 0.76 1.39 -2.04 -0.489
H -2.28 -3.87 -1.05 0.374
C -1.83 -3.27 -0.28 -0.591
H 3.35 -3.18 0.37 0.302
H 0.08 2.07 -2.58 0.274
Y -0.92 -0.03 0.32 2.080
```

Its charge is +2. The LUMO energy is -6.892 eV. The electronic energy comes out at -716.37670 Eh.

---

Record 5
C5H20KO5 | ωB97M-V/def2-TZVPD

```
31
Properties=species:S:1:pos:R:3:mulliken_charge:R:1
H 2.02 0.42 -3.73 0.336
O 1.58 0.47 1.85 -0.350
H 0.00 -1.36 3.11 0.374
H -1.35 -0.41 3.33 0.239
H 0.32 2.11 0.01 0.125
H -1.29 1.46 1.62 0.253
H 2.65 0.73 -1.49 0.271
O -1.64 -2.12 -1.36 -0.475
H 1.04 1.23 2.19 0.220
H -1.10 2.97 -0.26 0.449
O -1.43 1.16 0.72 -0.444
C 1.35 0.25 -2.80 -0.515
H -2.30 -0.25 -1.91 0.262
H -1.14 -2.06 3.92 0.373
H 3.53 0.05 1.09 0.275
C -0.77 1.99 -0.22 -0.482
H 2.91 1.83 1.02 0.234
C -2.04 -1.21 -2.36 -0.656
C -0.99 -1.42 3.05 -0.801
O -1.53 -1.92 1.91 -0.465
H -2.50 -2.59 -1.10 0.301
H 0.71 1.19 -2.74 0.250
H -2.88 -1.59 -2.96 0.365
H 0.85 -0.65 -3.07 0.134
H -0.83 1.61 -1.23 0.106
K 0.20 -0.89 0.17 0.938
H -2.48 -1.78 1.92 0.296
H 3.42 1.07 2.48 0.304
O 2.08 -0.04 -1.62 -0.468
C 2.92 0.83 1.58 -0.671
H -1.29 -1.09 -3.12 0.223
```

Its charge is +1. The LUMO energy is -2.803 eV. The electronic energy comes out at -1178.36556 Eh. The calculation puts the relative energy (zero: lowest compared OMol25 entry of this formula, charge and spin) at 1.233 eV.

---

Record 6
C5H20N10O5 | ωB97M-V/def2-TZVPD

```
40
Properties=species:S:1:pos:R:3:mulliken_charge:R:1
H 1.19 0.01 -2.16 0.133
H -3.19 -1.22 -0.12 0.177
H -2.42 -3.61 -3.19 0.224
H 0.18 -4.20 4.60 0.172
H 0.69 -1.50 1.30 0.217
H -1.93 1.28 -2.72 0.217
H 0.41 -2.15 5.55 0.167
N 0.80 -3.93 3.86 -0.426
O 1.76 -2.24 2.67 -0.782
N -2.60 -1.95 -0.46 -0.467
H -1.36 -3.52 -1.78 0.175
N 1.72 5.84 -1.46 -0.385
H 1.38 1.79 2.01 0.240
N -2.18 -3.26 -2.29 -0.400
H -0.56 1.23 -1.64 0.300
H 1.25 -0.89 4.74 0.209
O -0.12 1.29 0.10 -0.803
N 1.04 3.89 -0.43 -0.221
H 1.54 6.81 -1.62 0.219
C -2.94 -2.23 -1.79 0.628
H -0.51 -1.08 0.02 0.119
H -2.15 -2.64 0.12 0.227
H 0.43 3.30 0.10 0.066
N -0.98 1.00 -2.54 -0.277
N 1.27 0.80 1.88 -0.362
O -0.25 5.78 -0.33 -0.634
N 0.75 -0.46 -2.92 -0.338
C 1.22 -2.64 3.69 0.705
C -0.45 0.07 -3.36 0.551
H 2.59 5.47 -1.78 0.158
O -3.82 -1.65 -2.37 -0.600
C 0.45 0.48 0.83 0.598
H 0.92 -4.58 3.11 0.226
N 0.91 -1.83 4.73 -0.345
N 0.14 -0.84 0.75 -0.170
H 1.23 -1.16 -3.44 0.185
H 1.92 3.59 -0.82 0.148
H 1.88 0.10 2.26 0.211
C 0.75 5.20 -0.71 0.612
O -0.97 -0.34 -4.39 -0.674
```

The LUMO energy is -0.080 eV. The electronic energy comes out at -1126.48346 Eh. The calculation puts the relative energy (zero: lowest compared OMol25 entry of this formula, charge and spin) at 0.484 eV. The SMILES is NC(N)=O.NC(N)=O.NC(N)=O.NC(N)=O.NC(N)=O.